1.
2 unconnected molecules or ions with the total composition C2H3NO2S, computed with ωB97M-V/def2-TZVPD.

Summary:
maximum force = 0.0553 Eh/bohr
HOMO energy (spin up / spin down) = -8.900 / -8.415 eV
frontier orbital gap (spin up / spin down) = 8.55 / 7.50 eV
ΔE to the lowest compared entry with this formula, charge and spin = 553.9 kJ/mol

The geometry in ORCA input format:
```
! wB97M-V def2-TZVPD RIJCOSX def2/J DEFGRID3
* xyz 0 1
C -2.879 0.426 -0.812
C -0.176 -1.249 1.292
N -0.756 0.049 -0.656
O -3.176 1.012 0.131
O -0.100 -0.982 0.021
S -3.271 -0.688 -1.897
H 0.665 -1.902 1.490
H -0.909 -0.962 2.026
H -0.499 0.020 -1.636
*
```

2.
A molecular structure, C45H42N4O7P2PbS, computed with ωB97M-V/def2-TZVPD.

Summary:
maximum force = 0.0084 Eh/bohr
HOMO energy = -1.854 eV
frontier orbital gap = 5.84 eV
ΔE to the lowest compared entry with this formula, charge and spin = 0.3 kJ/mol

The geometry in ORCA input format:
```
! wB97M-V def2-TZVPD RIJCOSX def2/J DEFGRID3
* xyz -2 1
Pb -0.893 0.319 -1.212
O -1.326 3.791 -6.697
C -1.217 3.169 -5.659
C -2.315 2.862 -4.674
O -3.497 3.171 -4.779
C -1.684 2.119 -3.589
C -0.299 1.938 -3.838
O 0.469 1.307 -3.041
C 0.057 2.552 -5.123
O 1.149 2.566 -5.671
O -2.279 1.661 -2.556
C 2.342 -0.492 1.977
C 3.085 -1.006 0.737
P 2.501 -0.118 -0.789
C 3.412 -1.010 -2.113
C 3.013 -0.724 -3.421
C 3.646 -1.329 -4.497
C 4.672 -2.240 -4.282
C 5.074 -2.532 -2.986
C 4.452 -1.916 -1.909
C 3.497 1.429 -0.700
C 4.846 1.473 -0.348
C 5.530 2.677 -0.317
C 4.875 3.856 -0.657
C 3.541 3.820 -1.031
C 2.850 2.614 -1.047
P 0.505 -0.716 1.781
C 0.417 -2.537 2.035
C 0.336 -3.159 3.281
C 0.281 -4.543 3.378
C 0.322 -5.325 2.231
C 0.402 -4.717 0.987
C 0.429 -3.332 0.889
C -0.105 -0.088 3.399
C -1.456 0.263 3.452
C -1.998 0.796 4.613
C -1.202 0.992 5.735
C 0.141 0.645 5.693
C 0.684 0.110 4.531
H 2.502 0.587 2.088
H 2.735 -0.984 2.871
H 2.881 -2.070 0.581
H 4.163 -0.907 0.884
H 2.219 0.001 -3.582
H 3.328 -1.093 -5.504
H 5.155 -2.724 -5.122
H 5.876 -3.241 -2.815
H 4.779 -2.151 -0.902
H 5.370 0.553 -0.111
H 6.578 2.699 -0.042
H 5.411 4.798 -0.639
H 3.032 4.732 -1.314
H 1.809 2.581 -1.344
H 0.305 -2.555 4.180
H 0.203 -5.012 4.353
H 0.265 -6.405 2.304
H 0.397 -5.316 0.085
H 0.428 -2.860 -0.089
H -2.066 0.102 2.571
H -3.045 1.073 4.635
H -1.624 1.423 6.635
H 0.770 0.801 6.561
H 1.737 -0.142 4.509
C -1.274 4.395 2.784
C 0.026 4.080 2.032
C 1.112 3.692 3.044
C 0.483 5.318 1.251
C -0.209 2.965 1.097
C -0.412 2.071 0.296
H -1.123 5.229 3.477
H -1.601 3.522 3.351
H -2.064 4.658 2.079
H 1.297 4.518 3.739
H 2.045 3.454 2.527
H 0.802 2.817 3.614
H 0.656 6.160 1.930
H -0.272 5.607 0.519
H 1.410 5.102 0.720
S -4.060 0.646 0.042
C -4.792 -0.216 -1.335
C -5.107 -1.566 -1.266
C -5.663 -2.198 -2.371
C -5.918 -1.485 -3.534
C -5.612 -0.132 -3.594
C -5.049 0.505 -2.498
H -4.891 -2.123 -0.368
H -5.879 -3.259 -2.322
H -6.329 -1.988 -4.402
H -5.761 0.439 -4.502
H -4.754 1.542 -2.581
N -3.159 -3.570 0.752
C -2.899 -4.680 0.083
N -3.271 -5.890 0.660
N -2.320 -4.802 -1.092
C -1.809 -3.749 -1.713
N -1.325 -2.918 -2.360
H -3.445 -3.698 1.712
H -2.796 -2.488 0.586
H -4.087 -5.843 1.250
H -3.309 -6.629 -0.024
O -2.427 -1.179 0.746
O -3.682 -0.545 1.093
*
```

3.
A molecular structure, C45H31N11PSScSe2, computed with ωB97M-V/def2-TZVPD.

Summary:
maximum force = 0.1059 Eh/bohr
HOMO energy (spin up / spin down) = -6.354 / -6.354 eV
frontier orbital gap (spin up / spin down) = 4.92 / 4.92 eV
ΔE to the lowest compared entry with this formula, charge and spin = 246.5 kJ/mol

The geometry in ORCA input format:
```
! wB97M-V def2-TZVPD RIJCOSX def2/J DEFGRID3
* xyz 0 1
Sc -4.310 1.922 22.567
C 1.423 3.732 19.205
C 0.861 5.033 19.266
C -0.359 5.225 19.827
C -1.066 4.150 20.387
C -2.253 4.078 21.147
N -2.368 2.837 21.654
C -1.299 2.046 21.249
N -0.948 0.817 21.637
C -1.499 0.144 22.558
C -1.280 -1.209 22.914
C -0.400 -2.142 22.373
C -0.301 -3.409 22.943
C -1.208 -3.800 23.977
C -2.096 -2.875 24.486
C -2.084 -1.590 23.928
C -2.957 -0.441 24.225
N -3.913 -0.487 25.166
C -4.590 0.622 25.478
N -4.735 1.778 24.819
C -5.509 2.711 25.386
N -5.740 3.917 25.049
C -5.309 4.589 23.937
N -4.548 4.052 22.984
C -3.963 5.130 22.232
N -3.066 5.146 21.391
C -4.619 6.313 22.748
C -4.445 7.673 22.343
C -5.104 8.565 23.144
C -6.000 8.269 24.205
C -6.147 6.963 24.538
C -5.441 6.010 23.762
C -6.077 1.977 26.618
C -6.938 2.380 27.634
C -7.149 1.543 28.676
C -6.589 0.252 28.625
C -5.671 -0.164 27.670
C -5.481 0.747 26.640
N -2.627 0.533 23.383
C -0.491 2.839 20.387
C 0.703 2.657 19.708
H 2.337 3.590 18.605
H 1.453 5.868 18.779
H -0.856 6.149 19.705
H 0.282 -1.982 21.523
H 0.447 -4.155 22.663
H -1.141 -4.761 24.376
H -2.629 -3.074 25.403
H -3.775 7.994 21.587
H -4.975 9.586 22.915
H -6.514 9.039 24.718
H -6.772 6.607 25.396
H -7.459 3.325 27.673
H -7.801 1.721 29.543
H -6.779 -0.410 29.460
H -5.233 -1.117 27.856
H 1.155 1.698 19.603
Se -6.984 1.385 22.847
P -8.488 2.794 22.053
Se -7.744 4.492 21.027
C -9.608 2.961 23.464
C -9.057 3.697 24.542
C -9.919 4.071 25.612
C -11.280 3.803 25.504
C -11.778 2.995 24.487
C -10.968 2.525 23.435
C -9.419 1.791 20.849
C -9.837 0.478 21.204
C -10.449 -0.258 20.244
C -10.712 0.230 18.996
C -10.224 1.455 18.579
C -9.621 2.284 19.609
H -7.995 3.994 24.569
H -9.542 4.644 26.509
H -11.902 4.201 26.249
H -12.814 2.771 24.323
H -11.357 1.923 22.673
H -9.805 -0.030 22.211
H -10.652 -1.314 20.493
H -11.091 -0.384 18.219
H -10.340 1.820 17.549
H -9.198 3.339 19.393
N -5.069 2.667 20.509
N -5.677 1.781 19.563
C -5.733 0.480 19.795
N -6.781 -0.114 19.263
S -4.579 -0.306 20.855
H -5.750 3.363 20.609
H -4.298 3.046 19.960
H -6.439 2.233 19.144
H -7.627 0.402 19.262
H -6.752 -1.114 19.161
*
```

4.
A gas-phase ion, CHO4PS (charge -2), computed with ωB97M-V/def2-TZVPD.

Summary:
SMILES string = O=P([O-])([O-])OC=S
maximum force = 0.0767 Eh/bohr
HOMO energy = -0.564 eV
frontier orbital gap = 6.24 eV
ΔE to the lowest compared entry with this formula, charge and spin = 5.2 kJ/mol

The geometry in ORCA input format:
```
! wB97M-V def2-TZVPD RIJCOSX def2/J DEFGRID3
* xyz -2 1
O 3.270 -1.363 0.289
P 2.086 -0.434 0.019
O 1.708 -0.264 -1.412
O 1.826 0.654 1.008
O 0.433 -1.495 0.468
C -0.514 -0.796 0.046
S -2.136 -1.239 0.131
H -0.274 0.013 -0.503
*
```

5.
A molecular structure, C21H23AuClNPSe2, computed with ωB97M-V/def2-TZVPD.

Summary:
maximum force = 0.0060 Eh/bohr
HOMO energy = -11.319 eV
frontier orbital gap = 7.68 eV
ΔE to the lowest compared entry with this formula, charge and spin = 0.0 kJ/mol

The geometry in ORCA input format:
```
! wB97M-V def2-TZVPD RIJCOSX def2/J DEFGRID3
* xyz 1 1
Au 0.750 1.082 0.056
Se -1.476 2.300 0.240
P -2.243 0.438 1.067
Se -0.340 -0.653 1.358
C -3.297 -0.474 -0.071
C -4.042 -1.551 0.411
C -4.786 -2.319 -0.468
C -4.789 -2.015 -1.824
C -4.048 -0.945 -2.303
C -3.297 -0.173 -1.429
C -3.150 0.623 2.601
C -4.520 0.885 2.552
C -5.214 1.119 3.727
C -4.546 1.092 4.945
C -3.183 0.840 4.992
C -2.479 0.612 3.821
H -4.042 -1.790 1.468
H -5.366 -3.152 -0.096
H -5.377 -2.613 -2.507
H -4.059 -0.706 -3.358
H -2.725 0.670 -1.794
H -5.043 0.903 1.604
H -6.276 1.320 3.693
H -5.092 1.272 5.861
H -2.665 0.825 5.942
H -1.413 0.427 3.854
Cl 1.550 2.972 -1.099
C 5.005 0.671 -3.668
N 3.977 1.243 -2.756
C 4.642 1.800 -1.536
C 2.832 0.255 -2.474
C 3.052 -0.517 -1.213
C 3.956 -1.582 -1.236
C 4.331 -2.233 -0.075
C 3.794 -1.810 1.132
C 2.845 -0.799 1.152
C 2.434 -0.152 -0.011
H 5.721 1.449 -3.921
H 4.523 0.300 -4.569
H 5.511 -0.138 -3.149
H 3.530 2.025 -3.236
H 5.113 0.980 -1.003
H 3.897 2.284 -0.916
H 5.391 2.515 -1.869
H 2.768 -0.377 -3.358
H 1.942 0.869 -2.405
H 4.362 -1.913 -2.187
H 5.031 -3.056 -0.110
H 4.090 -2.283 2.059
H 2.421 -0.517 2.109
*
```

6.
A molecular structure, C35H52AsCrOP3, computed with ωB97M-V/def2-TZVPD.

Summary:
maximum force = 0.0771 Eh/bohr
HOMO energy (spin up / spin down) = -15.653 / -15.655 eV
frontier orbital gap (spin up / spin down) = 4.24 / 5.94 eV
ΔE to the lowest compared entry with this formula, charge and spin = 11.0 kJ/mol

The geometry in ORCA input format:
```
! wB97M-V def2-TZVPD RIJCOSX def2/J DEFGRID3
* xyz 3 4
Cr 1.157 -0.266 -0.339
P 2.853 -1.269 0.910
P 1.820 2.055 -0.633
P -0.128 -2.411 -0.829
H 2.625 1.959 -3.434
C 1.830 1.206 -3.572
C 0.670 1.733 -4.063
H 0.401 2.801 -3.868
C 4.171 -1.859 -0.192
C 3.655 -0.099 2.057
C 2.531 -2.686 1.999
C 1.111 3.525 -1.445
C 2.210 2.778 0.986
C 3.421 1.662 -1.386
C -1.729 -2.600 -1.676
C -0.518 -3.412 0.644
C 1.062 -3.370 -1.806
H 2.182 0.184 -3.720
H 0.283 1.245 -4.982
H 5.063 -2.281 0.297
H 4.523 -1.054 -0.840
H 3.779 -2.641 -0.846
H 4.444 -0.509 2.707
H 2.906 0.321 2.736
H 4.110 0.727 1.504
H 2.451 -3.639 1.463
H 1.593 -2.518 2.524
H 3.289 -2.854 2.778
H 1.213 4.390 -0.777
H 0.030 3.427 -1.601
H 1.574 3.738 -2.421
H 3.173 3.312 0.936
H 2.253 1.987 1.740
H 1.388 3.444 1.271
H 3.723 2.529 -1.987
H 3.313 0.800 -2.056
H 4.202 1.397 -0.673
H -2.278 -3.425 -1.202
H -1.599 -2.846 -2.733
H -2.337 -1.700 -1.578
H -1.222 -4.190 0.320
H -1.030 -2.786 1.387
H 0.366 -3.880 1.077
H 0.512 -4.056 -2.459
H 1.718 -3.955 -1.150
H 1.699 -2.725 -2.424
C -1.910 0.081 -3.939
C -0.732 -0.725 -3.949
C -0.580 -1.733 -4.929
C -1.651 -2.038 -5.771
C -2.857 -1.354 -5.612
C -3.011 -0.384 -4.643
O -2.117 1.332 -3.320
H -1.443 2.008 -3.576
H 0.104 -0.594 -3.285
H 0.342 -2.342 -5.029
H -1.505 -2.747 -6.610
H -3.748 -1.533 -6.238
H -4.003 0.100 -4.444
C -3.019 4.437 1.347
C -2.462 3.946 0.149
C -1.789 2.718 0.155
C -1.596 2.031 1.353
C -2.242 2.468 2.523
C -2.930 3.687 2.524
As -0.565 0.354 1.364
C 0.218 0.561 3.190
C 0.544 -0.565 3.955
C 1.218 -0.415 5.171
C 1.595 0.848 5.616
C 1.270 1.975 4.863
C 0.577 1.832 3.652
C -2.191 -0.705 1.791
C -2.435 -1.340 3.021
C -3.521 -2.226 3.143
C -4.413 -2.389 2.085
C -4.243 -1.658 0.906
C -3.143 -0.804 0.767
H -3.544 5.394 1.356
H -2.560 4.520 -0.764
H -1.427 2.294 -0.778
H -2.191 1.859 3.438
H -3.400 4.042 3.460
H 0.217 -1.553 3.640
H 1.441 -1.300 5.767
H 2.135 0.960 6.565
H 1.550 2.970 5.212
H 0.285 2.731 3.112
H -1.805 -1.137 3.887
H -3.660 -2.768 4.084
H -5.250 -3.082 2.185
H -4.967 -1.753 0.099
H -3.044 -0.192 -0.136
*
```

7.
A single C2H2FNO molecule, computed with ωB97M-V/def2-TZVPD.

Summary:
SMILES string = O=C1CN1F
maximum force = 0.0992 Eh/bohr
HOMO energy = -10.586 eV
frontier orbital gap = 10.46 eV
ΔE to the lowest compared entry with this formula, charge and spin = 363.2 kJ/mol

The geometry in ORCA input format:
```
! wB97M-V def2-TZVPD RIJCOSX def2/J DEFGRID3
* xyz 0 1
O 0.633 0.374 2.736
C 0.658 -0.037 1.644
C 0.186 -0.020 0.221
N 1.031 -1.016 0.883
F 0.847 -2.476 0.817
H -0.790 -0.181 0.205
H 0.611 0.583 -0.642
*
```

8.
13 unconnected molecules or ions with the total composition C3H30NO14, computed with ωB97M-V/def2-TZVPD.

Summary:
maximum force = 0.1261 Eh/bohr
HOMO energy (spin up / spin down) = -10.680 / -10.680 eV
frontier orbital gap (spin up / spin down) = 10.22 / 4.70 eV
ΔE to the lowest compared entry with this formula, charge and spin = 287.8 kJ/mol

The geometry in ORCA input format:
```
! wB97M-V def2-TZVPD RIJCOSX def2/J DEFGRID3
* xyz 0 2
C 0.437 2.199 3.222
N 1.336 1.190 2.529
C 0.927 1.095 1.126
C 1.964 0.061 0.571
O 1.748 -1.197 0.609
O 3.010 0.642 0.183
H 0.920 3.067 3.592
H -0.230 1.599 3.942
H -0.258 2.627 2.502
H 2.317 1.305 2.624
H 0.906 2.046 0.471
H -0.157 0.793 1.090
H 1.535 -3.544 1.666
H 0.650 -3.450 2.868
O 0.779 -3.937 2.084
H 0.371 -0.637 2.922
H 1.291 -0.607 3.966
O 0.532 -1.056 3.766
H -3.040 1.027 -2.086
H -2.077 0.279 -1.202
O -2.105 0.882 -1.913
H -3.228 1.924 -0.319
H -2.214 2.932 -0.163
O -3.171 2.711 0.132
H -1.100 0.095 -2.878
H 0.446 -0.062 -2.502
O -0.223 -0.261 -3.204
H -2.289 -1.623 -1.457
H -1.652 -1.482 0.032
O -2.421 -1.201 -0.619
H -1.131 -2.169 -3.193
H -2.523 -1.953 -3.526
O -2.001 -2.633 -3.092
H 2.800 1.523 -2.294
H 2.438 1.885 -0.828
O 2.256 2.175 -1.691
H -0.311 -2.704 1.378
H 0.232 -1.466 0.718
O -0.503 -1.914 0.947
H 0.519 3.830 -1.767
H -0.392 3.666 -2.853
O -0.509 3.984 -1.964
H -3.880 -1.846 0.626
H -3.574 -2.311 1.932
O -4.415 -1.846 1.473
H 3.873 -0.254 -1.743
H 3.406 -0.751 -3.030
O 4.153 -0.373 -2.677
*
```

9.
A molecular structure, C22H19Br2N4OS2SeTeZn, computed with ωB97M-V/def2-TZVPD.

Summary:
maximum force = 0.0165 Eh/bohr
HOMO energy = -4.779 eV
frontier orbital gap = 7.12 eV
ΔE to the lowest compared entry with this formula, charge and spin = 0.0 kJ/mol

The geometry in ORCA input format:
```
! wB97M-V def2-TZVPD RIJCOSX def2/J DEFGRID3
* xyz -1 1
Zn -0.136 0.522 -0.322
C 2.457 -0.371 -2.497
C 2.579 1.015 -1.936
C 3.749 1.787 -2.133
C 3.871 3.013 -1.554
C 2.812 3.545 -0.783
C 2.831 4.789 -0.112
Br 4.384 5.890 -0.163
C 1.746 5.214 0.597
C 0.576 4.438 0.640
Br -0.904 5.067 1.631
C 0.452 3.209 -0.010
O -0.627 2.485 -0.029
C 1.651 2.750 -0.684
N 1.581 1.491 -1.230
H 3.167 -0.526 -3.311
H 1.447 -0.547 -2.866
H 2.647 -1.118 -1.723
H 4.549 1.379 -2.739
H 4.776 3.596 -1.681
H 1.780 6.155 1.130
S 1.463 -3.749 -0.912
C -0.011 -3.839 -0.116
N -0.247 -4.455 1.061
C -1.624 -4.307 1.530
C -2.211 -3.330 0.505
N -1.190 -3.339 -0.540
H 0.515 -4.707 1.661
H -1.658 -3.903 2.532
H -2.146 -5.266 1.523
H -2.327 -2.330 0.927
H -3.174 -3.660 0.125
H -1.223 -2.665 -1.288
Se -1.360 -0.313 -2.316
C -2.979 0.649 -1.991
C -3.618 0.658 -0.751
C -4.825 1.328 -0.612
N -5.437 1.988 -1.605
C -4.805 1.991 -2.784
C -3.598 1.350 -3.024
H -3.175 0.156 0.100
H -5.333 1.335 0.349
H -5.294 2.545 -3.583
H -3.138 1.389 -4.005
Te 0.248 0.468 2.234
C 1.017 -1.345 2.992
C 0.472 -2.146 3.965
C 1.317 -3.240 4.344
C 2.499 -3.247 3.657
S 2.574 -1.926 2.570
H -0.501 -1.942 4.405
H 1.055 -3.983 5.090
H 3.325 -3.947 3.735
*
```

10.
2 unconnected molecules or ions with the total composition H3N4O2, computed with ωB97M-V/def2-TZVPD.

Summary:
maximum force = 0.0775 Eh/bohr
HOMO energy (spin up / spin down) = -3.203 / -3.942 eV
frontier orbital gap (spin up / spin down) = 7.34 / 8.19 eV
ΔE to the lowest compared entry with this formula, charge and spin = 138.9 kJ/mol

The geometry in ORCA input format:
```
! wB97M-V def2-TZVPD RIJCOSX def2/J DEFGRID3
* xyz -1 1
N -0.423 0.964 0.292
N 0.430 -1.663 0.779
N -0.964 -0.182 0.333
N 0.097 1.360 -0.853
O 0.028 0.673 -1.911
O 0.608 2.514 -0.804
H 1.246 -1.067 0.942
H 0.030 -1.758 1.714
H -1.053 -0.841 -0.492
*
```

11.
A single C5H8O2 molecule, computed with ωB97M-V/def2-TZVPD.

Summary:
maximum force = 0.0293 Eh/bohr
HOMO energy (spin up / spin down) = -7.954 / -7.956 eV
frontier orbital gap (spin up / spin down) = 7.50 / 7.51 eV
ΔE to the lowest compared entry with this formula, charge and spin = 520.6 kJ/mol

The geometry in ORCA input format:
```
! wB97M-V def2-TZVPD RIJCOSX def2/J DEFGRID3
* xyz 0 1
O 2.056 -0.930 0.419
C 1.536 -0.208 1.511
C 0.624 0.890 1.012
O -0.365 0.160 0.284
C -0.730 0.527 -0.912
C -1.666 -0.189 -1.633
C -1.801 -1.599 -1.690
H 1.320 -1.400 0.002
H 2.352 0.243 2.072
H 0.939 -0.856 2.173
H 1.156 1.569 0.335
H 0.117 1.442 1.811
H -0.407 1.527 -1.247
H -2.310 0.596 -2.038
H -2.823 -1.771 -2.098
*
```